The following is a quantum chemistry calculation of the molecule C4H9N3O at a distorted geometry, from the Open Molecules 2025 dataset.

Positions of all 17 atoms, in Å:
C  0.778  -1.395  0.035
C  -1.291  -0.083  0.235
C  0.524  1.333  -0.523
C  0.944  1.908  -1.841
H  1.050  -2.441  0.265
H  1.579  -0.696  0.355
H  0.529  -1.556  -1.203
H  -0.692  -2.081  2.276
H  -1.179  -3.107  1.251
H  -2.223  -0.055  0.809
H  1.962  2.082  -1.664
H  0.909  1.055  -2.569
H  0.216  2.686  -2.460
N  -0.513  -1.193  0.676
N  -1.265  -2.076  1.495
N  -0.719  0.713  -0.594
O  1.200  1.428  0.558

Properties
Energy relative to the best compared isomer or geometry (same formula, charge and spin), kcal per mole: 92.0
SMILES string: CC(=O)/N=C\N(C)N
Gap between HOMO and LUMO, eV: 9.8
E, eV: -10808.4731
Total charge: 0

---

The following is a quantum chemistry calculation of a structure of composition C4H9N3O at a distorted geometry, from the Open Molecules 2025 dataset.

Positions of all 17 atoms, in Å:
C  -1.305  -0.737  -0.249
C  -1.564  0.689  0.316
C  1.889  0.839  0.124
C  -0.075  -1.445  0.273
H  -0.839  -0.102  -1.603
H  -2.484  -1.430  -0.251
H  -1.344  0.566  1.402
H  -2.332  1.256  -0.090
H  -0.838  2.223  -1.008
H  2.901  1.285  0.358
H  2.452  -1.108  0.682
H  -0.444  -2.354  -0.197
H  0.252  -1.335  1.358
N  -0.447  1.363  -0.379
N  0.968  1.747  -0.009
N  2.136  -0.415  -0.138
O  1.077  -1.043  -0.588

Properties
Energy relative to the best compared isomer or geometry (same formula, charge and spin), kcal per mole: 235.5
Gap between HOMO and LUMO, eV: 8.4
E, eV: -10802.2490
Total charge: 0

---

The following is a quantum chemistry calculation of the molecule C4H9N3O at a distorted geometry, from the Open Molecules 2025 dataset.

Positions of all 17 atoms, in Å:
C  0.487  1.564  -1.897
C  -0.031  -0.451  -0.309
C  -0.313  -0.414  1.107
C  0.000  0.928  -0.639
N  0.567  -1.533  -0.974
N  -1.580  -0.267  1.624
N  0.568  -1.061  1.953
O  -0.382  1.614  0.394
H  -0.008  -2.367  -0.881
H  0.768  -1.351  -1.950
H  -2.101  0.434  1.102
H  -1.770  -0.577  2.568
H  1.524  -0.991  1.624
H  0.467  -0.755  2.915
H  0.354  0.902  -2.755
H  -0.087  2.475  -2.090
H  1.537  1.849  -1.793

Properties
Energy relative to the best compared isomer or geometry (same formula, charge and spin), kcal per mole: 59.3
SMILES string: CC(=O)C(N)=C(N)N
Gap between HOMO and LUMO, eV: 7.1
E, eV: -10809.8889
Total charge: 0

---

The following is a quantum chemistry calculation of the molecule C4H9N3O at a distorted geometry, from the Open Molecules 2025 dataset.

Positions of all 17 atoms, in Å:
C  0.575  -1.119  -1.143
C  1.228  -1.736  0.054
C  1.884  -0.472  -0.395
C  -1.020  0.415  -0.197
N  -0.965  1.346  1.885
N  -1.985  1.319  -0.629
O  -0.618  -0.395  -1.190
N  -0.454  0.434  0.945
H  0.710  -1.569  -2.119
H  -1.032  2.289  1.505
H  -0.323  1.345  2.671
H  -2.685  1.518  0.073
H  -2.368  1.084  -1.531
H  1.743  -2.667  -0.158
H  0.702  -1.701  0.998
H  1.855  0.375  0.268
H  2.753  -0.466  -1.037

Properties
Energy relative to the best compared isomer or geometry (same formula, charge and spin), kcal per mole: 69.3
SMILES string: N/N=C(\N)OC1CC1
Gap between HOMO and LUMO, eV: 9.1
E, eV: -10809.4563
Total charge: 0

---

The following is a quantum chemistry calculation of the molecule C4H9N3O at a distorted geometry, from the Open Molecules 2025 dataset.

Positions of all 17 atoms, in Å:
C  -0.191  0.344  1.504
C  0.802  0.194  -0.940
C  1.239  -0.015  0.391
N  -0.864  -0.928  1.571
N  -1.292  0.334  -2.135
C  -0.491  0.674  -1.081
O  1.509  -0.322  -2.020
N  2.168  -0.716  0.904
H  1.344  0.260  -2.777
H  2.362  -0.476  1.878
H  -0.204  -1.682  1.739
H  -1.587  -0.953  2.281
H  -1.138  -0.602  -2.495
H  -2.269  0.588  -2.044
H  0.375  0.600  2.404
H  -0.907  1.155  1.369
H  -0.855  1.543  -0.549

Properties
Energy relative to the best compared isomer or geometry (same formula, charge and spin), kcal per mole: 86.5
SMILES string: [H]/N=C(CN)/C(O)=C/N
Gap between HOMO and LUMO, eV: 8.2
E, eV: -10808.7108
Total charge: 0

---

The following is a quantum chemistry calculation of the molecule C4H9N3O at a distorted geometry, from the Open Molecules 2025 dataset.

Positions of all 17 atoms, in Å:
C  2.114  -1.228  0.374
C  1.267  -0.056  -0.093
C  1.842  1.077  -0.486
C  -0.204  -0.148  -0.196
H  2.067  -2.053  -0.364
H  1.682  -1.542  1.352
H  3.130  -0.911  0.586
H  1.203  1.838  -0.873
H  2.915  1.211  -0.419
H  -1.034  1.384  -1.293
H  -1.411  1.381  1.539
H  0.003  1.940  0.995
H  -2.344  -0.430  -0.280
N  -1.113  0.929  -0.384
N  -0.950  1.871  0.664
N  -0.772  -1.320  -0.003
O  -2.061  -1.381  -0.097

Properties
Energy relative to the best compared isomer or geometry (same formula, charge and spin), kcal per mole: 97.5
SMILES string: C=C(C)/C(=N/O)NN
Gap between HOMO and LUMO, eV: 9.6
E, eV: -10808.2325
Total charge: 0

---

The following is a quantum chemistry calculation of the molecule C4H9N3O at a distorted geometry, from the Open Molecules 2025 dataset.

Positions of all 17 atoms, in Å:
C  -0.547  -0.660  -1.527
C  -0.047  -0.085  -0.270
C  1.255  1.001  -0.205
N  -2.539  -0.898  1.711
N  2.316  0.625  -0.980
C  -0.150  -0.274  0.995
O  -1.305  -1.376  1.195
N  1.076  2.116  0.364
H  -3.006  -1.724  2.086
H  -2.339  -0.279  2.499
H  3.103  1.247  -1.087
H  2.344  -0.298  -1.374
H  1.783  2.820  0.148
H  0.094  0.207  1.925
H  -1.536  -1.059  -1.291
H  0.084  -1.472  -1.891
H  -0.588  0.112  -2.297

Properties
Energy relative to the best compared isomer or geometry (same formula, charge and spin), kcal per mole: 115.4
SMILES string: [H]/N=C(N)/C(C)=C/ON
Gap between HOMO and LUMO, eV: 9.0
E, eV: -10807.4580
Total charge: 0

---

The following is a quantum chemistry calculation of the molecule C4H9N3O at a distorted geometry, from the Open Molecules 2025 dataset.

Positions of all 17 atoms, in Å:
N  1.171  -0.195  0.868
N  -0.058  -0.302  1.656
C  -0.578  -0.184  -0.771
C  0.869  -0.354  -0.484
N  -0.204  0.879  2.411
C  -1.199  1.011  -0.903
C  1.747  -0.718  -1.422
O  -1.166  -1.350  -1.231
H  -2.047  -1.124  -1.569
H  1.918  -0.811  1.189
H  -0.893  -0.865  1.468
H  -1.183  1.154  2.481
H  0.278  1.629  1.914
H  -0.725  1.914  -0.533
H  -2.130  1.113  -1.449
H  2.774  -0.965  -1.173
H  1.426  -0.834  -2.453

Properties
Energy relative to the best compared isomer or geometry (same formula, charge and spin), kcal per mole: 116.2
SMILES string: C=C(O)C(=C)NNN
Gap between HOMO and LUMO, eV: 8.3
E, eV: -10807.4235
Total charge: 0

---

The following is a quantum chemistry calculation of the molecule C4H9N3O2 at a distorted geometry, from the Open Molecules 2025 dataset.

Positions of all 18 atoms, in Å:
C  1.616  -0.139  0.064
C  0.357  -2.345  -1.088
N  -1.813  1.151  0.235
C  -0.523  1.052  0.373
C  -0.508  -1.175  -0.662
N  0.173  2.079  0.958
O  -2.312  2.350  0.772
N  0.162  -0.088  -0.062
O  -1.718  -1.263  -0.860
H  -3.266  2.258  0.586
H  0.688  1.791  1.779
H  -0.519  2.777  1.232
H  1.885  -0.972  0.721
H  2.063  -0.303  -0.922
H  2.056  0.771  0.475
H  -0.282  -3.125  -1.515
H  1.068  -2.042  -1.860
H  0.873  -2.776  -0.226

Properties
Energy relative to the best compared isomer or geometry (same formula, charge and spin), kcal per mole: 51.9
SMILES string: CC(=O)N(C)/C(N)=N/O
Gap between HOMO and LUMO, eV: 9.1
E, eV: -12857.6759
Total charge: 0

---

The following is a quantum chemistry calculation of the molecule C4H9N3O2 at a distorted geometry, from the Open Molecules 2025 dataset.

Positions of all 18 atoms, in Å:
C  -0.212  -0.543  -0.212
C  0.389  0.073  -1.450
C  -0.419  0.479  0.926
N  0.486  -1.732  0.164
N  1.717  0.125  -1.525
N  -0.563  1.800  0.522
C  -0.292  0.141  2.216
O  -1.614  -0.599  -0.453
O  -0.441  0.345  -2.353
H  -1.591  -0.125  -1.510
H  0.301  -2.462  -0.520
H  0.124  -2.070  1.051
H  2.245  -0.309  -0.789
H  2.166  0.531  -2.329
H  -1.069  2.383  1.170
H  -0.897  1.946  -0.420
H  -0.089  0.899  2.957
H  -0.241  -0.882  2.555

Properties
Energy relative to the best compared isomer or geometry (same formula, charge and spin), kcal per mole: 34.6
SMILES string: C=C(N)[C@@](N)(O)C(N)=O
Gap between HOMO and LUMO, eV: 8.7
E, eV: -12858.4290
Total charge: 0

---

The following is a quantum chemistry calculation of the molecule C4H9N3O2 at a distorted geometry, from the Open Molecules 2025 dataset.

Positions of all 18 atoms, in Å:
C  1.119  -0.073  0.231
N  1.781  -0.808  1.249
O  1.967  0.787  -0.457
O  0.035  0.579  0.807
H  1.902  1.685  -0.109
H  2.616  -1.266  0.912
H  1.768  -0.353  2.151
C  -1.109  0.594  -0.015
N  -2.245  0.323  0.738
C  0.483  -1.103  -0.864
C  -1.133  1.196  -1.219
N  -0.174  -2.155  -0.675
H  -2.063  0.081  1.701
H  -2.979  1.008  0.651
H  -0.627  -2.196  0.240
H  0.954  -0.966  -1.834
H  -0.226  1.367  -1.767
H  -2.066  1.303  -1.740

Properties
Energy relative to the best compared isomer or geometry (same formula, charge and spin), kcal per mole: 59.1
SMILES string: [H]/N=C\[C@@](N)(O)OC(=C)N
Gap between HOMO and LUMO, eV: 9.2
E, eV: -12857.3629
Total charge: 0

---

The following is a quantum chemistry calculation of a cluster of 2 separate species, C4H9N3O3S in total at a distorted geometry, from the Open Molecules 2025 dataset.

Positions of all 20 atoms, in Å:
C  -3.141  -0.293  1.060
C  -1.781  -0.624  1.396
C  -2.049  0.769  0.824
C  3.722  1.172  -0.096
N  0.791  1.386  0.140
N  0.992  0.008  0.031
N  -1.709  0.995  -0.425
O  3.275  -1.184  0.834
O  2.899  -0.917  -1.551
O  0.839  0.687  1.291
S  2.772  -0.345  -0.237
H  -3.683  -0.523  0.119
H  -3.824  -0.004  1.898
H  -1.264  -0.748  2.379
H  -1.204  -1.089  0.630
H  -1.981  1.532  1.489
H  2.961  1.840  0.308
H  4.518  0.891  0.684
H  4.307  1.634  -0.951
H  -1.705  0.227  -1.037

Properties
Energy relative to the best compared isomer or geometry (same formula, charge and spin), kcal per mole: 134.4
Gap between HOMO and LUMO (alpha / beta), eV: 7.3 / 9.4
E, eV: -25731.8719
Total charge: 0

---

The following is a quantum chemistry calculation of the molecule C4H9N3S at a distorted geometry, from the Open Molecules 2025 dataset.

Positions of all 17 atoms, in Å:
C  1.990  -1.383  -0.192
C  1.062  -0.223  0.055
C  -0.187  -0.191  -0.446
C  -1.132  0.924  -0.241
H  2.261  -1.895  0.786
H  2.899  -1.049  -0.638
H  1.518  -2.110  -0.834
H  2.367  0.538  1.413
H  0.978  1.432  1.244
H  -0.514  -1.037  -1.017
H  0.143  2.303  -0.398
H  -3.083  1.419  -0.056
H  -3.504  -1.450  -0.640
N  1.618  0.799  0.810
N  -0.855  2.169  -0.131
N  -2.482  0.599  -0.197
S  -3.083  -0.844  0.482

Properties
Energy relative to the best compared isomer or geometry (same formula, charge and spin), kcal per mole: 15.2
SMILES string: [H]/N=C(\C=C(\C)N)NS
Gap between HOMO and LUMO, eV: 9.3
E, eV: -19598.9751
Total charge: 0

---

The following is a quantum chemistry calculation of the molecule C4H9N3S at a distorted geometry, from the Open Molecules 2025 dataset.

Positions of all 17 atoms, in Å:
C  1.714  1.758  -0.369
C  0.752  0.696  0.107
C  -0.506  1.178  0.690
C  1.109  -0.612  0.165
H  1.537  2.691  0.151
H  1.590  1.978  -1.472
H  2.760  1.496  -0.197
H  -0.405  2.054  1.366
H  -1.074  -0.546  -1.299
H  2.836  -0.465  -0.975
H  2.762  -1.791  0.051
H  0.268  -2.460  0.378
H  -0.408  -1.283  1.315
N  -1.726  0.808  0.522
N  2.226  -1.129  -0.487
N  0.447  -1.591  0.883
S  -2.182  -0.401  -0.582

Properties
Energy relative to the best compared isomer or geometry (same formula, charge and spin), kcal per mole: 21.2
SMILES string: CC(/C=N\S)=C(N)N
Gap between HOMO and LUMO, eV: 8.7
E, eV: -19598.7155
Total charge: 0

---

The following is a quantum chemistry calculation of the ion C4H9N3S with charge +2 at a distorted geometry, from the Open Molecules 2025 dataset.

Positions of all 17 atoms, in Å:
C  1.640  0.288  0.211
C  -0.148  1.495  -0.194
C  -0.934  2.656  -0.576
C  -0.350  -3.437  0.236
N  0.581  -0.558  0.348
N  1.193  1.519  -0.132
N  -0.537  0.272  0.039
S  0.884  -2.315  0.720
H  2.637  0.111  0.599
H  -1.810  2.563  0.137
H  -1.243  2.495  -1.646
H  -0.461  3.560  -0.342
H  -1.243  -3.174  0.584
H  -0.203  -4.394  0.813
H  -0.348  -3.544  -0.835
H  1.821  2.311  -0.237
H  -1.478  0.154  0.275

Properties
Energy relative to the best compared isomer or geometry (same formula, charge and spin), kcal per mole: 41.2
SMILES string: CSn1c[nH+]c(C)[nH+]1
Gap between HOMO and LUMO, eV: 8.5
E, eV: -19579.3986
Total charge: +2